1.
Entry from OMol25: 2 unconnected molecules or ions with the total composition C2H4IN (ωB97M-V/def2-TZVPD).

Output
E_LUMO = 0.57 eV
Orbital gap = 9.64 eV
Highest occupied orbital energy = -9.069 eV
Energy above the lowest of the compared OMol25 structures with the same formula, charge and spin = 28.2 kcal per mole
Structure (SMILES) = C=C=N.I
Calculated total energy = -11727.78604 eV

Geometry as ORCA input:
```
! RIJCOSX wB97M-V def2-TZVPD def2/J DEFGRID3
* xyz 0 1
C 0.209 0.667 -0.796
C -0.062 1.638 -0.002
N 0.223 -0.189 -1.679
I -0.008 -2.160 2.168
H -0.067 2.657 -0.307
H -0.897 -3.348 1.551
H -0.401 1.402 1.018
H 1.005 -0.666 -1.954
*
```

Atomic partial charges in e from the natural (NBO) method, atoms 1 to 6: 0.437 -0.663 -0.639 -0.103 0.246 0.104



2.
Entry from OMol25: 2 unconnected molecules or ions with the total composition C2H4IN (ωB97M-V/def2-TZVPD).

Output
E_LUMO = 0.56 eV
Orbital gap = 9.78 eV
Highest occupied orbital energy = -9.220 eV
Energy above the lowest of the compared OMol25 structures with the same formula, charge and spin = 28.9 kcal per mole
Calculated total energy = -11727.75822 eV

Geometry as ORCA input:
```
! RIJCOSX wB97M-V def2-TZVPD def2/J DEFGRID3
* xyz 0 1
C 0.291 -0.028 -1.463
C 1.373 -0.976 1.737
N -0.685 0.675 -1.465
I 1.164 0.748 3.029
H 2.334 -1.394 2.018
H 1.105 -0.726 0.706
H 0.710 -1.637 2.325
H -1.542 1.145 -1.504
*
```

Atomic partial charges in e from the natural (NBO) method, atoms 1 to 6: 0.299 -0.722 -0.733 0.021 0.227 0.242



3.
Entry from OMol25: a single C2H4IN molecule (ωB97M-V/def2-TZVPD).

Output
E_LUMO = 0.47 eV
Orbital gap = 9.88 eV
Highest occupied orbital energy = -9.408 eV
Energy above the lowest of the compared OMol25 structures with the same formula, charge and spin = 21.9 kcal per mole
Structure (SMILES) = C=NCI
Calculated total energy = -11728.06220 eV

Geometry as ORCA input:
```
! RIJCOSX wB97M-V def2-TZVPD def2/J DEFGRID3
* xyz 0 1
C -0.279 -1.126 0.423
C -1.436 0.555 -0.503
N -0.448 -0.393 -0.536
I -3.354 -0.059 0.064
H 0.593 -1.765 0.256
H -0.877 -1.246 1.356
H -0.983 1.329 0.273
H -1.515 1.005 -1.517
*
```

Atomic partial charges in e from the natural (NBO) method, atoms 1 to 6: -0.037 -0.401 -0.416 0.063 0.174 0.164